Here is a 11-piece molecular cluster, C99H209N11O11 overall at a distorted geometry from OMol25. Energies are from ωB97M-V/def2-TZVPD.

Geometry as XYZ:
```
330
Properties=species:S:1:pos:R:3:forces:R:3
C -2.017185 -3.976119 -2.771099 -0.34 0.16 0.33
C -3.032497 -5.029960 -2.270354 -1.52 0.24 0.80
C -2.288205 -6.428715 -1.984790 -1.20 1.73 0.90
C -3.134257 -7.377091 -1.078610 0.11 0.75 -2.52
C -3.552278 -6.655976 0.205710 -0.30 -0.07 -0.34
C -4.428872 -5.301357 -0.015901 1.20 -1.00 -0.55
N -3.710425 -4.480786 -1.006473 3.00 -1.09 0.61
O -4.248658 -3.200162 -1.202554 -0.44 -0.30 -0.30
C -5.831486 -5.615061 -0.561421 0.02 -0.77 0.31
C -4.463020 -4.588151 1.339258 0.42 0.04 -0.07
C -4.185538 -5.252379 -3.301465 0.95 -0.56 -0.86
H -1.339086 -4.346451 -3.539949 -0.18 -0.26 -0.07
H -1.392514 -3.596826 -1.962382 0.08 -0.29 0.29
H -2.515215 -3.088965 -3.162286 -0.18 -0.12 -0.19
H -1.879165 -6.839185 -2.907995 -0.78 -0.25 -0.33
H -1.363843 -6.310822 -1.419318 0.08 0.85 0.28
H -2.479686 -8.242295 -1.183757 -0.10 -0.49 1.71
H -4.003551 -7.727068 -1.635349 -0.34 0.20 -0.03
H -2.650157 -6.507786 0.799266 0.03 0.73 0.01
H -4.145191 -7.325997 0.828303 -0.33 -0.01 -0.04
H -6.574209 -5.723772 0.228926 -0.06 0.19 0.03
H -6.153623 -4.882733 -1.301712 -0.02 0.10 0.26
H -5.786920 -6.587260 -1.052280 -0.16 0.00 -0.21
H -4.781345 -3.556871 1.186881 -0.25 -0.06 0.28
H -5.058260 -5.109849 2.088671 -0.55 0.05 -0.32
H -3.481188 -4.583417 1.812626 0.33 0.24 -0.35
H -4.760353 -6.144986 -3.054610 0.45 -0.37 -0.28
H -3.667744 -5.302946 -4.259293 -0.15 -0.83 -0.36
H -4.981815 -4.552243 -3.554136 0.41 0.99 0.99
H -3.519961 -2.641330 -0.922723 -0.06 0.31 0.10
C 4.961820 3.371157 -2.780565 -0.18 -0.68 1.47
C 5.557699 3.752238 -4.113095 -1.44 -0.70 -0.12
C 4.870878 4.941531 -4.734717 0.35 2.59 -0.29
C 5.162800 6.207828 -3.893136 -0.37 0.11 -0.01
C 6.639841 6.476790 -3.822308 0.25 -0.88 0.54
C 7.512175 5.232502 -3.430333 -0.97 1.18 1.27
N 6.975428 4.094539 -4.155840 -0.01 0.66 -1.10
O 7.780621 2.970033 -3.963763 0.28 -0.60 0.07
C 8.946662 5.590221 -3.796883 -0.10 -1.07 -0.68
C 7.415514 4.983304 -1.854241 0.72 0.55 -0.89
C 5.236436 2.610566 -5.131729 1.68 0.07 -0.01
H 5.407850 2.490557 -2.318291 0.03 -0.73 -0.73
H 3.899190 3.190937 -2.943154 -0.07 -0.13 0.19
H 5.080437 3.984642 -1.887447 -0.22 1.03 -0.64
H 5.360881 4.988340 -5.707248 0.15 0.60 -0.16
H 3.816486 4.989654 -5.006833 -0.26 -1.08 0.61
H 4.648275 6.126064 -2.935711 0.18 -0.19 0.26
H 4.838656 7.169784 -4.290216 -0.94 -0.32 -0.48
H 6.854246 7.287858 -3.126394 0.10 0.02 0.09
H 6.793412 6.867170 -4.828350 1.09 -0.30 -0.10
H 9.086661 5.574919 -4.877742 -0.23 0.23 -0.21
H 9.168630 6.596207 -3.440773 0.23 -0.26 0.24
H 9.619618 4.806362 -3.449309 0.24 0.36 0.44
H 6.545004 5.509719 -1.462839 -0.14 -0.55 0.18
H 7.487437 3.915538 -1.647374 -0.63 -0.01 -0.01
H 8.273722 5.372211 -1.306226 0.17 0.42 -0.27
H 5.687697 1.653106 -4.871463 -0.19 -0.06 0.36
H 5.790289 2.926678 -6.015702 -0.24 -0.11 -0.45
H 4.189790 2.461059 -5.396860 0.01 0.32 0.37
H 7.998772 2.810933 -4.885008 0.49 -0.55 0.09
C 0.437308 -0.805796 -1.636564 0.09 0.22 -0.56
C 0.052479 0.652280 -1.278395 0.41 0.07 1.22
C -1.341297 1.040567 -1.805943 -0.37 -1.20 0.06
C -2.498887 0.267625 -1.084244 0.48 1.52 -1.15
C -2.553838 0.578987 0.409163 0.65 -2.09 -1.38
C -1.157576 0.268382 1.036673 0.10 2.16 -0.35
N -0.029295 0.816714 0.172344 -1.95 0.37 0.97
O 1.195429 0.620963 0.844810 0.10 -0.49 -0.34
C -1.119654 1.176530 2.286021 0.86 -0.21 -0.01
C -1.076665 -1.167034 1.559534 -0.91 -0.12 0.91
C 1.075116 1.711091 -1.747705 0.20 0.37 -1.40
H 1.498154 -0.971904 -1.449157 0.02 0.02 -0.02
H 0.218293 -1.029253 -2.680687 0.24 0.16 -0.26
H -0.106105 -1.577538 -1.091376 -0.14 0.35 0.36
H -1.518065 2.115821 -1.780017 0.08 0.08 0.58
H -1.421340 0.817371 -2.869837 0.29 -0.27 -0.18
H -2.476877 -0.806381 -1.268988 0.54 -0.14 0.07
H -3.367953 0.586008 -1.659964 -0.56 0.08 0.44
H -3.180611 -0.229251 0.786018 -0.49 0.47 0.54
H -2.994043 1.550623 0.633298 0.66 0.08 -0.19
H -2.042613 1.071260 2.856264 0.32 -0.29 0.46
H -0.171642 0.924089 2.761040 -0.49 -0.26 1.06
H -0.996245 2.247947 2.128075 -0.33 0.05 -0.79
H -0.391032 -1.263307 2.401399 0.74 -0.17 -0.59
H -2.005234 -1.294332 2.116001 -0.46 0.04 0.08
H -1.114861 -2.046391 0.916596 0.62 0.31 -0.47
H 0.714810 2.739603 -1.727050 -0.77 -0.07 0.27
H 1.273613 1.552193 -2.807634 0.03 -0.20 -0.27
H 2.066536 1.855010 -1.318198 -0.07 -1.06 0.61
H 1.245443 1.418307 1.377101 0.29 0.16 0.05
C 7.748164 -3.437011 1.660549 -1.28 -0.32 -0.12
C 7.318328 -2.005555 2.055611 0.62 0.45 -0.77
C 7.239690 -1.190397 0.708283 0.22 0.71 0.13
C 6.476744 0.149461 0.765441 0.70 -0.93 0.43
C 5.207413 0.049401 1.568044 0.66 1.00 -1.42
C 5.281798 -0.728466 2.859448 -2.48 -0.42 1.98
N 5.987232 -2.046171 2.713765 -0.39 1.55 -2.91
O 5.914510 -2.878297 3.818543 0.58 0.57 1.06
C 5.704743 0.112074 4.198511 -0.94 -2.12 -1.12
C 3.699390 -1.097909 3.043154 1.32 -0.72 0.84
C 8.440213 -1.430992 2.926658 0.29 0.01 1.29
H 7.528381 -4.212120 2.394711 0.40 0.30 0.57
H 8.794699 -3.513437 1.365536 -0.18 0.15 -0.11
H 7.076286 -3.747945 0.860561 0.27 0.00 -0.48
H 8.226030 -0.802004 0.454552 0.56 -0.72 0.19
H 6.983000 -1.771746 -0.177293 -0.55 -0.40 0.34
H 6.239347 0.442533 -0.257225 0.17 0.29 0.02
H 7.191214 0.845666 1.204683 -0.21 0.43 0.00
H 4.468939 -0.274710 0.834748 -0.35 -1.00 0.45
H 4.860123 1.075169 1.691704 -0.06 0.14 0.88
H 5.844322 -0.673364 4.941279 0.39 -0.10 0.09
H 6.597020 0.738082 4.191452 -0.32 0.17 -0.35
H 4.772027 0.547617 4.556893 0.35 0.85 -0.21
H 3.513838 -1.570861 4.007513 0.16 0.11 0.28
H 2.979425 -0.284631 2.951901 0.43 0.35 -0.18
H 3.413012 -1.875599 2.335141 0.05 0.25 -0.36
H 8.747631 -0.385443 2.947309 -0.53 0.36 -0.98
H 9.348947 -1.996288 2.719883 0.06 0.08 0.31
H 8.157795 -1.534021 3.974388 0.16 -0.69 0.18
H 5.683493 -3.730654 3.442095 -0.35 -0.32 0.03
C 1.545981 -4.841040 3.163600 0.25 -0.55 -0.77
C 2.277771 -5.667638 2.017334 -1.38 0.25 1.56
C 1.121414 -6.195955 1.114893 -0.39 -0.91 -1.03
C 1.630902 -6.778762 -0.229446 0.30 1.54 0.95
C 2.398112 -5.573000 -0.965742 -0.28 -2.75 1.05
C 3.649690 -5.089369 -0.162390 -1.67 0.68 0.50
N 3.192493 -4.761308 1.265865 0.41 0.34 -0.55
O 4.374674 -4.320597 2.046816 -1.20 -2.16 -0.42
C 4.816829 -6.059007 -0.292181 -0.75 -0.76 0.23
C 3.941770 -3.761437 -0.803556 0.44 0.52 -0.78
C 2.947584 -6.892541 2.681879 0.55 0.34 0.14
H 0.966011 -4.083582 2.636380 0.34 0.56 0.43
H 2.187864 -4.514195 3.981688 0.43 0.65 -0.56
H 0.816056 -5.412202 3.737273 -0.18 -0.69 -0.47
H 0.582180 -6.936197 1.705968 0.56 -0.63 0.22
H 0.218052 -5.648024 0.846928 0.53 1.67 0.22
H 0.824744 -7.184643 -0.840562 -0.12 0.23 -0.04
H 2.214610 -7.642565 0.088720 0.73 0.08 -0.73
H 1.718898 -4.752617 -1.197563 -0.18 -0.02 0.48
H 2.672888 -5.987225 -1.935806 0.57 0.25 -0.10
H 5.748109 -5.724786 0.165102 -0.17 0.07 -0.06
H 4.482617 -6.990812 0.164040 0.35 -0.10 0.33
H 4.960262 -6.357168 -1.330759 0.26 0.50 -0.16
H 3.078505 -3.105863 -0.918067 -0.20 -0.01 0.74
H 4.753162 -3.223096 -0.313707 0.16 0.04 -0.22
H 4.157728 -3.972338 -1.850924 0.74 0.04 -0.07
H 2.359087 -7.615378 3.246920 -1.01 0.17 -0.57
H 3.541374 -6.522817 3.517832 0.91 0.10 -0.50
H 3.494052 -7.452214 1.922772 0.44 0.01 0.42
H 4.476712 -3.371443 1.945444 -0.36 0.59 -0.38
C -1.210887 -3.457787 6.694646 0.49 0.92 -0.08
C -2.374483 -2.670304 6.101175 -0.10 0.79 0.42
C -3.577692 -2.933526 7.077840 -0.27 0.91 -0.18
C -3.686872 -2.052083 8.331587 2.02 0.83 -1.17
C -3.440593 -0.548025 7.952149 -0.67 -1.71 0.51
C -2.265200 -0.199397 6.975049 0.29 1.60 1.07
N -2.180444 -1.156110 5.916044 -1.20 -2.11 0.32
O -1.273575 -0.802971 4.883764 -0.40 -0.28 0.71
C -2.657309 1.238895 6.429165 0.60 -0.39 0.64
C -0.910366 0.031997 7.803653 -1.41 -0.81 -0.66
C -2.798359 -3.234208 4.757709 -0.08 -0.72 -1.62
H -1.579761 -4.467980 6.872287 0.43 -0.04 0.11
H -0.928369 -2.944057 7.613532 -0.08 -0.45 0.36
H -0.294428 -3.453177 6.104583 -0.16 -0.15 -0.37
H -4.426914 -2.784581 6.410960 -0.54 -0.01 0.42
H -3.573416 -3.963137 7.435601 0.07 -0.19 -0.52
H -2.856615 -2.256569 9.007574 0.02 -0.64 0.16
H -4.605276 -2.233328 8.889957 -0.08 0.26 -0.20
H -3.249216 -0.092625 8.923789 -0.05 0.65 -0.24
H -4.421484 -0.240855 7.589376 0.23 0.64 -0.39
H -3.064853 1.312513 5.420909 -0.40 -0.42 0.11
H -3.335245 1.609060 7.198239 -0.27 0.41 -0.45
H -1.815190 1.930860 6.440009 0.29 -0.15 -0.03
H -0.131151 0.299923 7.090111 0.13 -0.16 0.16
H -1.029324 0.816475 8.551013 -0.08 0.12 -0.14
H -0.694598 -0.893946 8.336740 0.39 0.01 -0.03
H -3.481879 -2.618207 4.173387 -0.14 0.49 0.40
H -3.303021 -4.200341 4.761195 -0.26 -0.15 0.94
H -2.030251 -3.494912 4.029595 0.81 0.54 0.29
H -1.932845 -0.507363 4.251648 0.43 0.24 -0.64
C -4.138839 5.276730 -2.638556 0.01 0.60 -0.32
C -5.485560 5.725327 -3.239322 0.09 -2.23 1.19
C -6.504696 4.667417 -2.708802 -1.28 -0.11 -1.81
C -7.029370 4.746025 -1.348007 0.80 1.64 1.97
C -7.275144 6.177802 -0.892300 -0.07 -0.08 -0.59
C -6.230525 7.261123 -1.314973 -1.57 1.20 1.78
N -5.815720 7.049926 -2.690978 -0.85 -0.40 -1.79
O -5.231254 8.105386 -3.461372 -0.69 -0.45 1.00
C -6.956648 8.629885 -1.114154 0.13 0.59 -1.08
C -5.226325 7.364739 -0.169846 1.02 -1.82 -0.68
C -5.501391 5.498359 -4.823059 -0.66 1.31 1.35
H -3.791498 4.377792 -3.147845 0.44 0.17 0.00
H -4.186375 5.090807 -1.565585 -0.30 -0.19 -0.01
H -3.487201 6.146831 -2.718437 0.72 -0.35 -0.35
H -7.400098 4.729297 -3.327301 0.11 -0.22 -0.73
H -6.076238 3.665562 -2.737142 0.19 0.00 -1.00
H -6.233965 4.301565 -0.749775 -0.36 -0.12 0.80
H -8.008311 4.324237 -1.120282 0.33 -1.03 -0.50
H -7.408939 6.046567 0.181470 0.34 0.89 0.29
H -8.258515 6.483492 -1.249581 -0.04 0.12 -0.32
H -7.612206 8.662456 -0.243938 -0.24 -0.58 -0.16
H -6.264336 9.439891 -0.884586 0.42 -0.07 -0.26
H -7.473112 8.954982 -2.017308 -0.34 -0.18 0.06
H -5.773472 7.613096 0.739577 0.39 0.58 -0.11
H -4.830435 6.366922 0.019180 0.39 -0.11 0.18
H -4.393138 7.996776 -0.477132 -0.06 0.36 0.58
H -4.542610 5.727646 -5.288095 -0.20 0.19 -0.05
H -6.325608 6.110533 -5.189153 0.35 0.54 -0.29
H -5.847752 4.512777 -5.134112 0.50 -0.38 0.63
H -4.300437 8.148976 -3.230544 0.45 -0.01 0.21
C -5.777365 -0.285752 3.998805 0.61 -0.14 -0.99
C -6.490220 0.639453 3.028350 0.29 2.76 0.01
C -7.859565 0.952118 3.744876 -0.23 -0.33 -0.12
C -7.915047 2.094860 4.761620 0.92 1.07 -2.75
C -7.565055 3.398099 3.951399 1.66 -1.83 1.34
C -6.036884 3.313808 3.471053 -0.53 0.82 -1.04
N -5.731158 2.006235 2.860207 -2.59 -1.56 0.17
O -4.381277 1.826356 2.637522 0.83 -0.19 0.45
C -5.883588 4.325525 2.320698 0.23 0.51 0.34
C -5.086718 3.793488 4.585341 -0.83 -0.98 -0.27
C -6.679055 0.050119 1.543505 0.26 0.56 1.62
H -5.470477 0.228590 4.909506 -0.53 -0.02 0.20
H -4.835941 -0.662496 3.598942 -0.05 -0.29 -0.20
H -6.510491 -1.080138 4.138700 0.56 -0.37 0.52
H -8.594458 1.087277 2.951297 -0.34 0.14 0.20
H -8.173714 0.140804 4.401511 0.05 -0.86 -0.80
H -7.136989 1.922423 5.505250 -0.30 0.14 0.37
H -8.919920 2.191731 5.172658 0.17 -0.23 0.26
H -7.708230 4.159605 4.718026 0.23 0.81 -0.74
H -8.192133 3.496307 3.065266 -0.20 0.16 0.24
H -4.823355 4.511526 2.149267 0.15 -0.39 -0.47
H -6.405529 3.999377 1.421085 0.10 0.04 0.04
H -6.224441 5.318105 2.615156 -0.45 0.07 0.08
H -4.018840 3.848496 4.373887 -0.15 -0.14 -0.55
H -5.461229 4.800325 4.770027 0.21 -0.13 0.90
H -5.213460 3.026449 5.349341 0.07 0.66 0.84
H -5.768699 0.071935 0.944448 0.51 -0.39 0.52
H -7.320475 0.655651 0.903203 -0.60 0.06 0.56
H -7.046269 -0.970405 1.652085 -0.05 -0.04 -0.36
H -4.273078 1.773555 1.685103 -0.13 0.10 -0.08
C 1.027816 6.893559 3.131893 -0.42 -0.58 -0.28
C 0.357163 5.463597 2.999900 0.71 1.80 -0.61
C 0.672416 4.913975 1.620625 1.48 -0.94 -1.50
C 2.132504 4.410158 1.427987 -2.03 0.58 2.04
C 2.506144 3.529097 2.621913 1.60 1.52 0.15
C 2.076087 3.885431 4.118257 -0.98 -1.52 -1.50
N 0.730263 4.540105 4.075912 0.63 -1.73 -2.14
O 0.274904 4.871371 5.349072 -0.21 -0.06 0.19
C 2.112808 2.511612 4.853204 -2.20 0.35 0.68
C 3.103382 4.773480 4.725061 0.89 0.68 -0.43
C -1.127396 5.788384 2.882564 -2.04 -0.83 1.62
H 0.973353 7.220281 4.170339 0.04 0.16 -0.08
H 0.446664 7.547650 2.481868 -0.05 0.27 0.27
H 2.046198 6.974841 2.751897 0.14 -0.31 0.27
H -0.072598 4.160770 1.364218 0.10 -0.25 -0.06
H 0.623618 5.693998 0.860836 -0.77 0.38 0.23
H 2.735814 5.307755 1.563826 0.17 0.07 -0.78
H 2.365987 3.868127 0.511586 -0.23 0.37 -0.13
H 3.503967 3.964598 2.674641 0.92 -1.68 0.19
H 2.533064 2.498814 2.267094 -0.08 -0.20 0.93
H 2.003344 2.587859 5.935012 1.11 0.52 0.36
H 1.144863 2.019248 4.759582 -0.15 -0.44 -1.13
H 2.902583 1.820008 4.559865 0.05 0.40 0.01
H 4.082374 4.294232 4.724750 0.00 -0.23 0.16
H 3.191599 5.584094 4.001718 0.20 0.67 0.61
H 2.877618 5.083324 5.745425 -0.19 0.22 -0.23
H -1.504512 6.287517 1.989958 0.99 0.82 0.06
H -1.513438 6.228488 3.802013 0.27 0.92 -0.09
H -1.863801 4.985523 2.847667 0.66 -1.34 0.02
H -0.167216 4.027058 5.464231 -0.61 0.24 1.10
C 9.378282 -5.602592 -4.968123 -1.09 -1.57 -1.14
C 9.309525 -4.893568 -3.638343 0.46 0.67 -0.78
C 10.445019 -3.826684 -3.586637 -2.02 -0.18 0.13
C 10.154300 -2.710488 -4.553217 -0.04 1.90 0.08
C 8.780775 -1.992027 -4.330929 0.85 -0.88 0.79
C 7.583802 -3.002559 -4.128964 0.76 0.79 -4.51
N 7.969771 -4.268525 -3.481044 -0.29 1.75 1.25
O 6.862013 -5.173078 -3.419155 1.15 0.53 0.17
C 6.413828 -2.230408 -3.510719 0.84 -1.78 1.72
C 7.151329 -3.246184 -5.688099 -0.43 0.18 0.50
C 9.542036 -5.789741 -2.453377 -0.23 -1.05 0.13
H 8.625077 -6.382693 -4.857511 -0.09 -0.46 -0.36
H 10.252007 -6.128239 -5.353352 0.58 0.08 0.94
H 9.070673 -5.069627 -5.867799 -0.15 0.72 0.42
H 10.371030 -3.471163 -2.558905 0.36 0.54 0.05
H 11.434986 -4.261769 -3.723636 -0.21 -0.27 -0.12
H 10.235516 -2.859214 -5.629967 -0.02 -1.12 0.03
H 10.963841 -1.993714 -4.415506 -0.07 0.48 0.16
H 8.642420 -1.339391 -5.192924 -0.54 -0.34 -0.24
H 8.814956 -1.247641 -3.535423 0.20 -0.39 0.65
H 5.672277 -2.997413 -3.287341 -0.60 0.43 -0.27
H 6.801796 -1.964929 -2.527300 -0.26 0.51 0.24
H 6.040972 -1.349567 -4.033390 0.23 -0.36 -0.19
H 7.894769 -3.142168 -6.478387 0.66 -0.20 0.47
H 6.654682 -4.196324 -5.884757 -0.18 -0.08 0.19
H 6.451595 -2.453735 -5.953626 -0.29 -0.08 0.11
H 10.587543 -6.094327 -2.500902 0.14 0.18 0.62
H 8.987717 -6.727439 -2.413975 -0.30 -0.02 -0.57
H 9.202852 -5.285582 -1.548453 0.68 0.25 0.09
H 6.771145 -5.529972 -4.305699 -0.14 -0.20 -0.47
C -6.844642 -2.559369 -6.259731 -0.84 -0.93 0.67
C -7.048636 -1.048324 -6.293757 -1.77 0.31 -1.75
C -8.150938 -0.663267 -5.256270 1.47 -0.27 2.10
C -7.604817 -0.510363 -3.789493 -0.49 1.23 -1.13
C -6.335153 0.390095 -3.856388 -0.57 -1.27 1.39
C -5.260517 -0.137609 -4.819694 1.81 1.41 -0.05
N -5.774265 -0.345708 -6.217613 -4.30 2.15 5.40
O -4.903495 -0.761538 -7.114263 2.58 -0.67 -1.86
C -4.118165 1.014901 -4.990716 -0.89 -3.19 -1.11
C -4.605786 -1.371273 -4.158341 0.00 -0.10 -0.18
C -7.700695 -0.609886 -7.645862 -0.22 -0.70 -1.48
H -6.331133 -2.992396 -7.118146 0.37 0.22 0.29
H -7.766980 -3.128132 -6.141771 -0.70 0.37 -0.82
H -6.471664 -2.881691 -5.287570 1.12 0.25 -0.17
H -8.650120 0.281905 -5.469730 0.12 -0.10 -0.43
H -8.875990 -1.473312 -5.177409 -0.18 0.14 -0.69
H -7.569687 -1.426563 -3.200045 0.86 -0.35 -0.47
H -8.388740 0.005628 -3.235117 -0.02 0.43 0.02
H -5.909444 0.332941 -2.854583 0.56 -0.27 0.17
H -6.590366 1.449184 -3.820457 -0.15 0.11 -1.26
H -3.554876 1.234111 -4.083659 -0.69 0.84 0.03
H -3.386479 0.469288 -5.586570 0.46 -0.02 -0.09
H -4.533520 1.698567 -5.731106 0.09 1.03 0.94
H -4.053837 -1.991873 -4.864257 -0.20 -0.01 -0.27
H -3.864891 -1.103713 -3.404951 -0.06 0.38 0.13
H -5.344544 -1.982583 -3.640051 0.05 -0.11 -0.09
H -8.716900 -0.963637 -7.819925 -0.15 -0.58 0.61
H -7.182820 -0.979505 -8.530892 0.46 -0.43 0.15
H -7.833887 0.431065 -7.940457 0.54 0.57 1.14
H -4.614040 0.117647 -7.368894 0.79 -0.38 -1.12
```
Forces are in eV/Å.

Calculated values
**SMILES**: CC1(C)CCCC(C)(C)N1O.CC1(C)CCCC(C)(C)N1O.CC1(C)CCCC(C)(C)N1O.CC1(C)CCCC(C)(C)N1O.CC1(C)CCCC(C)(C)N1O.CC1(C)CCCC(C)(C)N1O.CC1(C)CCCC(C)(C)N1O.CC1(C)CCCC(C)(C)N1O.CC1(C)CCCC(C)(C)N1O.CC1(C)CCCC(C)(C)N1O.CC1(C)CCCC(C)(C)N1O
**HOMO**: -7.920 eV
**Spin multiplicity**: 1
**Frontier orbital gap**: 8.31 eV
**Charge**: 0
**Molar mass**: 1729.8 u
**Energy relative to the best compared isomer or geometry (same formula, charge and spin)**: 1134.50 kJ/mol
**E_LUMO**: 0.39 eV